C52H40AsN2O2PRuS as an isolated structure, computed with ωB97M-V with the def2-TZVPD basis set.

Each line ends with the Löwdin charge.
Geometry (Å):
Ru 0.15177 -1.46788 -0.41226  0.731
As -0.86957 0.66123 0.02186  1.386
S 0.21046 -1.73540 -3.30576  0.611
P 1.07447 -1.23808 1.59979  0.970
O 0.06274 -2.91546 -4.11065  -0.276
O -0.95599 -1.38828 -2.45284  -0.426
N 1.04665 -3.32249 -0.69252  -0.036
N 1.45403 -1.78621 -2.30129  -0.185
C -0.39728 2.96184 3.54312  -0.002
C 1.92988 -5.50453 -0.58291  -0.042
C -0.38305 3.26675 1.09225  -0.119
C -0.93979 2.38955 2.25575  -0.326
C -1.06365 3.90320 4.23666  -0.062
C 0.38376 4.50095 -2.30103  -0.080
C 0.88045 1.93961 -4.80288  -0.027
C -2.02987 -3.29589 4.26357  -0.012
C 2.57875 -5.29412 -1.79469  -0.035
C 3.57596 -2.02117 0.87064  -0.087
C 1.16197 -4.48693 -0.05643  -0.090
C 1.01981 1.68971 -6.16853  -0.257
C -3.33967 -3.67033 2.18677  -0.036
C 0.89866 0.38317 -6.62150  -0.022
C 5.47870 -2.33217 2.30023  -0.061
C -2.43366 -2.83686 0.09912  -0.112
C 2.05164 1.35974 2.05286  -0.061
C 2.13175 2.66856 1.70521  0.039
C -1.20265 -2.51152 2.11068  -0.219
C 4.90842 -2.36528 1.03722  -0.057
C -0.04125 -2.04908 2.77634  -0.297
C 1.33982 3.92851 -1.57352  -0.052
C 0.09603 -2.17116 4.13522  -0.064
C -0.46976 2.59467 -0.31416  -0.391
C 0.90278 0.54883 2.02022  -0.228
C -0.91541 -2.80592 4.88574  -0.063
C -5.49458 0.85346 0.64670  -0.051
C -3.58824 0.09363 -0.58275  -0.098
C -1.42546 3.20734 -1.28010  -0.060
C 3.38522 -1.59964 3.23312  -0.090
C 2.45796 -4.08049 -2.44890  0.008
C 0.64845 -0.65704 -5.73881  -0.038
C 0.63346 0.91731 -3.90618  -0.043
C -2.20710 -3.16679 2.86381  -0.164
C 1.67993 -3.10166 -1.85474  -0.449
C 0.51752 -0.38369 -4.38493  -0.284
C -0.47759 0.96608 1.95730  -0.305
C -2.76210 0.83591 0.25268  -0.301
C 4.71841 -1.94015 3.39685  -0.063
C -3.28410 1.64634 1.28508  -0.160
C 1.03510 2.88879 -0.54896  -0.191
C -2.45912 2.51154 2.14986  -0.076
C -3.42963 -3.52073 0.83398  -0.065
C 1.16086 3.44119 0.94750  -0.146
C -4.67571 1.60580 1.47227  -0.017
C 1.27273 2.82292 -7.12386  -0.041
C -2.38063 4.28153 3.82359  -0.042
C -3.05052 3.56230 2.84636  -0.038
C -1.02267 4.09974 -2.18243  -0.059
C 2.79599 -1.65544 1.96737  -0.340
C -1.32104 -2.30207 0.70088  -0.275
C -4.95807 0.10860 -0.39620  -0.055
H -0.79797 -2.90627 5.95628  0.108
H 1.66201 2.46193 -8.07439  0.079
H 1.00228 0.17066 -7.67819  0.119
H -2.47038 2.92790 -1.21648  0.110
H -4.08122 3.82210 2.64206  0.112
H -2.79964 -3.79416 4.84067  0.119
H -4.28469 -3.92659 0.30723  0.108
H 5.49916 -2.65584 0.17854  0.112
H 2.01257 -6.44525 -0.05805  0.111
H 0.58982 2.65263 3.85830  0.110
H 3.18017 -6.08252 -2.22773  0.116
H -1.10383 0.22910 2.46930  0.139
H 3.13434 -2.02924 -0.11439  0.075
H 1.65140 2.00013 -0.70228  0.134
H -0.86893 4.23968 1.12708  0.168
H -6.56203 0.84270 0.82440  0.112
H 0.63996 5.26389 -3.02551  0.111
H 2.37988 4.20679 -1.70343  0.121
H 3.10574 3.13679 1.82216  0.139
H 1.98617 3.53555 -6.70897  0.082
H 5.16552 -1.89898 4.38104  0.111
H -4.11097 -4.18333 2.74740  0.114
H 0.96134 -1.79132 4.65586  0.086
H -3.14826 -0.50373 -1.37219  0.089
H 0.55154 -1.67493 -6.08928  0.114
H -0.62291 4.35781 5.11347  0.112
H 0.97934 2.95262 -4.43949  0.095
H -2.55640 -2.74304 -0.97477  0.088
H 0.34734 3.36477 -7.32853  0.089
H -2.88856 5.09351 4.32540  0.107
H -5.12794 2.14580 2.29220  0.109
H 2.82095 -1.28226 4.09534  0.092
H 0.53812 1.12064 -2.84345  0.088
H 2.97813 0.86343 2.31903  0.110
H -5.60093 -0.47298 -1.04342  0.114
H 2.94181 -3.87841 -3.39318  0.126
H 0.61877 -4.58697 0.87554  0.123
H 1.43728 4.49360 0.95438  0.152
H -1.74264 4.54390 -2.85754  0.111
H 6.51768 -2.60242 2.43384  0.111

Energy above the lowest of the compared OMol25 structures with the same formula, charge and spin   4.444 eV
HOMO level (spin up / spin down)   -9.45 / -9.77 eV
Charge   +1
Multiplicity   2
Frontier orbital gap (spin up / spin down)   4.549 / 4.861 eV



C52H41BaN2O7P2S2 as an isolated structure, computed with ωB97M-V with the def2-TZVPD basis set.

Each line ends with the Löwdin charge.
Geometry (Å):
Ba 0.32849 -1.06205 -0.63193  1.984
S 3.22455 -1.00517 -1.14800  0.552
S -0.84292 -1.93374 1.70732  0.188
P 0.48983 2.14864 -0.76624  1.076
P -3.14960 0.03942 0.03519  1.160
O 4.25998 -0.94299 -2.15291  -0.307
O 0.65383 -1.75567 1.45101  -0.685
O -1.10342 -3.14279 2.45517  -0.326
O 2.22678 0.08863 -1.28034  -0.674
O -2.27438 2.78871 0.10919  -0.051
O -1.31859 -0.68979 2.31501  -0.381
O -1.47050 -2.04110 0.32476  -0.766
N 0.57517 -4.31404 -1.17268  0.113
N 2.34735 -2.31542 -1.19145  -0.340
C -5.39988 1.46596 -1.13227  -0.073
C 3.62031 -6.21168 -0.17678  -0.063
C 4.52798 -5.19962 -0.19176  -0.081
C -4.31433 -1.70187 1.94860  -0.108
C 1.34429 2.64924 -2.31853  -0.370
C 4.41872 -1.11182 2.72625  -0.029
C 0.59335 4.97260 -0.31848  -0.074
C -1.13124 6.20829 0.80121  -0.081
C 0.47832 2.65195 -3.41525  -0.107
C 1.53426 1.35868 3.05582  -0.055
C -3.11012 -1.12843 -2.46012  -0.112
C 2.80872 1.87116 3.22871  -0.093
C 3.15818 3.17491 -3.82667  -0.080
C -4.12845 3.91921 -0.99522  -0.023
C 2.85432 -3.57492 -0.85063  -0.256
C -5.60978 -0.98205 3.84724  -0.103
C -6.03032 2.59257 -1.64255  -0.094
C 2.28378 3.19924 -4.90299  -0.098
C -5.52049 0.32803 3.39782  -0.095
C -4.61609 -2.74513 -3.39783  -0.102
C -3.82451 -1.10509 -1.26044  -0.359
C -4.95969 -1.90273 -1.16367  -0.095
C 2.69390 2.90194 -2.54688  -0.086
C 6.13688 -0.06542 1.43281  -0.046
C -0.02210 -6.60527 -0.80748  -0.058
C -0.19853 3.82523 -0.32678  -0.242
C 1.55812 2.07303 0.74581  -0.353
C -4.14863 1.52662 -0.52728  -0.272
C -1.94944 5.09197 0.77776  -0.029
C 4.10428 -0.79477 0.37740  -0.274
C 0.90491 1.46418 1.81963  -0.108
C -0.31938 -5.25903 -1.12896  -0.127
C 5.36728 -0.20053 0.29232  -0.055
C -4.20625 -0.38745 1.49383  -0.338
C 4.15230 -3.87507 -0.53412  -0.025
C 6.51568 -0.36966 3.90900  -0.054
C -5.38532 3.81819 -1.57630  -0.090
C 5.67218 -0.52032 2.66853  -0.278
C -1.49320 3.92365 0.17839  -0.264
C 3.45781 2.49222 2.16368  -0.088
C 0.93839 2.92675 -4.69584  -0.088
C 2.26663 -5.93725 -0.51177  -0.162
C -4.82786 0.61947 2.22953  -0.085
C 0.13286 6.16153 0.22133  -0.087
C -5.34597 -2.72255 -2.21768  -0.086
C 2.83948 2.59348 0.92995  -0.087
C -5.00549 -1.99529 3.11387  -0.075
C 1.87793 -4.63193 -0.84655  -0.145
C 1.26132 -6.93572 -0.51417  -0.028
C -3.49568 -1.93420 -3.52134  -0.087
C 3.62744 -1.25632 1.59271  -0.031
C -3.53179 2.78252 -0.46087  -0.254
H -2.92781 5.11099 1.23969  0.123
H -7.00476 2.50824 -2.10638  0.095
H -0.57057 2.41744 -3.26064  0.100
H -1.33886 -4.96394 -1.35958  0.112
H 7.26588 -1.16214 3.96844  0.079
H 3.36805 3.07221 0.12012  0.082
H 4.90660 -3.10108 -0.55926  0.101
H 1.01382 0.86092 3.86419  0.116
H 1.59168 4.92556 -0.73987  0.104
H 7.04382 0.58512 3.90981  0.074
H -2.92497 -1.92807 -4.44200  0.100
H -2.22784 -0.50186 -2.56029  0.083
H 3.40690 2.83812 -1.74050  0.083
H -1.47998 7.11635 1.27724  0.100
H 5.72616 0.13748 -0.66880  0.109
H -3.61994 4.87104 -0.98619  0.102
H -6.14187 -1.21275 4.76202  0.092
H -5.54520 -1.89792 -0.25187  0.100
H 4.45523 2.89418 2.29672  0.101
H 3.30888 1.77813 4.18544  0.099
H -5.98838 1.12906 3.95777  0.094
H 2.64592 -1.70764 1.67635  0.088
H 0.25121 2.90532 -5.53267  0.099
H -0.09042 1.04106 1.70824  0.073
H -5.85333 4.70756 -1.98067  0.098
H -4.91773 -3.38885 -4.21478  0.094
H 0.76030 7.04336 0.20927  0.097
H -6.22237 -3.35056 -2.11219  0.098
H 7.11620 0.39805 1.36639  0.110
H 4.21528 3.34957 -3.98476  0.101
H -5.05023 -3.02007 3.46063  0.103
H -0.81172 -7.34504 -0.79668  0.097
H -4.75911 1.64963 1.90234  0.098
H -5.89357 0.50529 -1.21788  0.100
H 4.03790 -1.46919 3.67689  0.121
H 5.56121 -5.39704 0.06729  0.099
H 2.65213 3.40588 -5.90006  0.096
H -3.80700 -2.49780 1.41501  0.105
H 3.91065 -7.22237 0.08448  0.101
H 5.90160 -0.42710 4.80775  0.073
H 1.53465 -7.95836 -0.27813  0.110

Energy above the lowest of the compared OMol25 structures with the same formula, charge and spin   2.053 eV
HOMO level   -5.42 eV
Charge   -1
Frontier orbital gap   7.686 eV



C52H42N2NaOP2S2 as an isolated structure, computed with ωB97M-V with the def2-TZVPD basis set.

Each line ends with the Löwdin charge.
Geometry (Å):
S 0.96532 -0.26396 0.85054  0.919
S -2.55813 -0.38377 -1.93403  0.747
P 1.53946 1.07031 -1.97448  1.090
P -1.72329 1.03991 1.79726  1.093
Na -0.97535 1.25851 -0.76750  0.013
O -0.32466 -1.00230 0.67107  -0.566
N -3.73474 -2.43508 -3.21601  -0.120
N -4.82012 -0.58511 -3.44203  0.076
C 4.04887 -2.08977 -1.06802  -0.084
C 3.49481 4.97753 -3.46004  -0.074
C -0.22548 -0.27772 5.99805  -0.146
C 3.03800 -1.12866 -0.84400  -0.140
C -2.89159 3.46579 1.26148  -0.131
C -3.32668 -1.20209 1.41044  -0.114
C 0.24995 -1.47880 -4.96157  -0.081
C -0.19451 1.12137 -4.12922  -0.150
C -0.67004 -0.68707 -5.63278  -0.080
C -1.53730 0.02279 5.76725  0.001
C -2.23761 2.74122 2.26309  -0.370
C 0.96364 -0.96739 -3.88579  -0.071
C 0.52826 -0.57850 7.26864  -0.094
C 1.33003 -0.29485 2.61975  -0.288
C -3.33805 0.15439 1.74444  -0.350
C -4.50533 -1.92865 1.37305  -0.078
C 2.30395 2.59071 -2.65256  -0.382
C 1.97414 -0.89104 6.80606  -0.094
C -5.73609 0.02825 2.00383  -0.078
C 2.49104 2.85868 -4.00727  -0.101
C 1.97028 -0.63394 5.32122  -0.145
C 5.94297 -3.18588 -2.00494  -0.092
C -1.91944 3.38694 3.45243  -0.075
C -4.84598 -2.70063 -3.99804  -0.047
C 3.08840 4.04561 -4.40477  -0.068
C 2.62075 -0.52460 3.03697  -0.067
C 0.28137 -0.07718 3.56607  -0.120
C -2.96606 5.40900 2.66599  -0.079
C 2.18873 -1.43392 0.25774  -0.313
C 4.16207 -3.30381 -0.36218  -0.140
C 0.74895 0.33897 -3.45921  -0.384
C 2.71633 3.53280 -1.70947  -0.100
C 3.00227 -0.03688 -1.77179  -0.284
C -0.88372 0.62008 -5.21894  -0.083
C -5.71545 -1.31281 1.65994  -0.084
C -3.71486 -1.12395 -2.87309  -0.755
C 5.36278 -4.06311 -0.86479  -0.092
C 5.06692 -0.85891 -2.83819  0.002
C -5.52705 -1.54908 -4.13927  -0.067
C 2.26150 -2.64581 0.90395  -0.059
C 3.31172 4.71860 -2.10969  -0.075
C -1.06910 0.35475 3.37213  -0.272
C -1.92481 0.35980 4.45763  -0.073
C 2.96872 -0.68285 4.39147  -0.002
C 0.65955 -0.32211 4.90454  -0.080
C 5.05547 -1.96880 -2.04406  -0.147
C 4.01858 0.07080 -2.70216  -0.056
C 3.23614 -3.60916 0.59772  0.006
C -4.55625 0.75953 2.04987  -0.089
C -2.28080 4.71480 3.64923  -0.071
C -3.27061 4.78105 1.46418  -0.077
C -2.71562 -3.37091 -2.79136  -0.023
H 1.55431 -2.84978 1.69890  0.127
H 2.57349 3.32198 -0.65479  0.102
H 3.24157 4.24058 -5.45845  0.109
H 3.40088 -0.63619 2.29479  0.114
H 6.08953 -4.20199 -0.06282  0.124
H -4.47409 -2.98229 1.12333  0.104
H 4.00005 -0.87450 4.65839  0.120
H -3.03410 -4.38166 -3.03216  0.096
H 5.82778 -0.69662 -3.59118  0.120
H 3.62516 5.44183 -1.36802  0.108
H -1.39060 2.85237 4.23103  0.099
H 0.50346 0.28299 7.93757  0.123
H -5.05504 0.38799 -3.37261  0.152
H -4.59105 1.80193 2.33266  0.099
H 1.68976 -1.59292 -3.38193  0.106
H -6.63906 -1.87647 1.61991  0.104
H -3.13560 2.97294 0.32244  0.100
H -2.56633 -3.27294 -1.71683  0.082
H 3.25767 -4.54643 1.13867  0.121
H 0.07829 -1.41566 7.80307  0.122
H 2.22699 -1.93615 6.99458  0.124
H -1.59215 1.24665 -5.74637  0.110
H -2.02544 5.20667 4.57930  0.108
H -3.25960 6.43742 2.82998  0.106
H -6.43847 -1.33076 -4.66500  0.119
H 4.00034 0.89821 -3.39673  0.100
H -2.95156 0.66691 4.30478  0.111
H 3.94398 5.90981 -3.77616  0.108
H 5.91699 -3.71138 -2.96045  0.123
H -6.67212 0.51278 2.25202  0.105
H 5.08137 -5.05573 -1.21782  0.123
H -1.77051 -3.14861 -3.28791  0.084
H -5.06027 -3.68419 -4.37608  0.125
H -2.27146 0.03923 6.56304  0.120
H 2.16849 2.14383 -4.75363  0.107
H -1.21312 -1.08607 -6.48014  0.106
H 6.98088 -2.90804 -1.81894  0.123
H 2.71159 -0.28170 7.32845  0.121
H -3.80341 5.31969 0.69093  0.107
H -0.36940 2.14281 -3.80272  0.111
H -2.38609 -1.68202 1.18344  0.080
H 0.42460 -2.49762 -5.28532  0.107

Energy above the lowest of the compared OMol25 structures with the same formula, charge and spin   1.276 eV
HOMO level   -9.85 eV
Charge   +1
Frontier orbital gap   7.824 eV



> Which value of charge does entry 2 give?

-1